DFT (ωB97M-V/def2-TZVPD) results for a cluster of 3 separate species, C42H40BO5P in total at a distorted geometry.

Each line ends with the Löwdin charge.
Atoms and positions in Å:
O 1.15103 3.67910 -0.49799  0.0985
C 1.49964 3.67250 0.66676  -0.2747
C 0.81876 2.79732 1.65395  -0.0809
C -0.21327 1.96269 1.23492  0.0023
C -0.82889 1.11272 2.14212  -0.0509
C -0.41572 1.09173 3.47144  -0.0443
C 0.60010 1.93464 3.89630  -0.0051
C 1.21645 2.79352 2.99197  -0.0808
C 2.29060 3.70246 3.46265  -0.2828
O 2.60049 3.73680 4.63898  0.0959
C 2.98535 4.56275 2.47250  -0.0839
C 4.01937 5.39433 2.89293  0.0000
C 4.69708 6.17767 1.97070  -0.0565
C 4.34514 6.13325 0.62445  -0.0556
C 3.30599 5.31641 0.20347  0.0013
C 2.61921 4.53257 1.12589  -0.0817
H -0.53431 1.97183 0.20013  0.1132
H -1.62917 0.46016 1.81299  0.1070
H -0.88849 0.41833 4.17678  0.1122
H 0.91326 1.91787 4.93277  0.1113
H 4.29946 5.42833 3.93894  0.1211
H 5.50440 6.82164 2.29928  0.1080
H 4.88182 6.73885 -0.09640  0.1082
H 3.03399 5.28783 -0.84484  0.1213
O 5.54906 -4.27458 5.90094  0.1050
C 4.55788 -3.59921 6.09910  -0.2786
C 3.37795 -4.17454 6.79417  -0.0828
C 3.41934 -5.49246 7.23959  0.0001
C 2.33790 -6.02676 7.92401  -0.0572
C 1.21075 -5.24687 8.16788  -0.0576
C 1.15835 -3.93860 7.71077  -0.0009
C 2.23824 -3.40003 7.01760  -0.0839
C 2.16437 -2.00438 6.51721  -0.2765
O 1.15066 -1.34728 6.66402  0.0987
C 3.35043 -1.42326 5.84097  -0.0796
C 3.30813 -0.10507 5.39897  0.0086
C 4.42061 0.46046 4.79486  -0.0439
C 5.58187 -0.28991 4.63046  -0.0516
C 5.62408 -1.60957 5.05717  0.0009
C 4.50741 -2.18255 5.65894  -0.0836
H 4.29660 -6.10110 7.05666  0.1210
H 2.37378 -7.05181 8.27392  0.1075
H 0.37159 -5.66195 8.71368  0.1073
H 0.27732 -3.33669 7.89814  0.1203
H 2.41022 0.48411 5.52887  0.0971
H 4.38549 1.48940 4.45510  0.1011
H 6.45417 0.15578 4.16680  0.1082
H 6.52899 -2.19023 4.92410  0.1209
C -0.95438 3.40866 -3.59881  -0.0759
C -2.51130 3.08235 -3.57508  -0.2720
O -2.84043 1.86501 -4.23494  -0.1895
C -2.44105 0.71020 -3.45367  -0.2082
C -1.76710 -0.29807 -4.46418  -0.1215
B -2.76217 -1.38589 -5.10086  -0.3953
C -2.33250 -2.02791 -6.51555  -0.1629
C -3.13892 -3.12630 -7.07160  -0.0716
C -2.80011 -3.69868 -8.37182  -0.0748
C -1.67263 -3.18311 -9.10958  -0.0849
C -0.86650 -2.11314 -8.56535  -0.0815
C -1.18890 -1.53140 -7.28033  -0.0417
P -4.43628 -1.97343 -4.36907  0.9812
C -4.34023 -2.37824 -2.53786  -0.4273
C -5.04237 -1.35941 -1.55302  -0.1756
C -5.73292 -0.67408 -4.76920  -0.4107
C -5.50507 -0.17306 -6.26539  -0.1510
H -0.43454 2.94843 -4.47187  0.0801
H -0.76264 4.51483 -3.55769  0.0774
H -0.53383 3.00505 -2.63707  0.0490
H -2.99397 3.91641 -4.15834  0.1159
H -2.91897 3.16737 -2.53243  0.1195
H -1.69241 0.97871 -2.65864  0.1158
H -3.38053 0.30133 -3.00734  0.0893
H -0.83250 -0.75521 -4.02981  0.1194
H -1.40028 0.33407 -5.32396  0.0995
H -4.02464 -3.55004 -6.55892  0.0623
H -3.44430 -4.50680 -8.77229  0.0953
H -1.40602 -3.57401 -10.11219  0.0964
H -0.00380 -1.67083 -9.11310  0.0984
H -0.55574 -0.70943 -6.89358  0.0965
H -3.27805 -2.58415 -2.22564  0.0776
H -4.86641 -3.36325 -2.40532  0.0576
H -5.52437 -0.48179 -2.04261  0.0444
H -4.29905 -0.95280 -0.81217  0.0644
H -5.84220 -1.88155 -0.96474  0.0674
H -5.56872 0.22154 -4.12307  0.0584
H -6.73575 -1.14463 -4.66599  0.0708
H -4.88161 0.75327 -6.29709  0.0773
H -6.52166 0.08048 -6.67500  0.0719
H -5.09263 -0.96869 -6.92949  0.0548

Calculated values
total charge: 0
E: -2366.81637 Ha
LUMO energy: -1.15 eV
E_HOMO: -7.3 eV
2S+1: 1



DFT (ωB97M-V/def2-TZVPD) results for a structure of composition C4H11Cl2CoPb at a distorted geometry.

Each line ends with the natural charge from an NBO analysis.
Atoms and positions in Å:
Co 0.51760 0.15066 -1.15060  1.2595
Cl 1.26851 -1.60146 0.19329  -0.7152
C 2.22633 1.11993 -1.36348  -1.2961
C -0.49960 -1.00958 -2.38011  -1.2771
H 2.20773 1.50247 -2.39033  0.1682
H 2.31193 1.94926 -0.65191  0.1804
H 3.06322 0.41930 -1.23378  0.1887
H -0.41815 -0.52711 -3.35905  0.1660
H -1.55081 -1.08507 -2.08179  0.1685
H -0.03831 -2.00546 -2.40482  0.1872
Pb -0.13007 0.04053 1.88786  1.1515
C -1.72882 -1.08280 2.82213  -1.1614
C -0.74718 1.13958 0.03974  -1.3608
H -2.57725 -0.57699 2.39932  0.2048
H -1.58575 -2.09524 2.55511  0.2173
H -1.46791 -0.79084 3.82857  0.2030
H -1.83723 0.95832 -0.23126  0.1933
H -0.34746 2.11449 0.30354  0.1936
Cl 1.33320 1.38001 3.21755  -0.6714

Calculated values
ΔE to the lowest compared entry with this formula, charge and spin: 7.5 kcal/mol
total charge: -2
E: -2654.80579 Ha
LUMO energy (spin up / spin down): 6.07 / 5.60 eV
⟨S²⟩: 6.026
E_HOMO (spin up / spin down): 1.7 / 1.2 eV
2S+1: 5